No. 1
{
  "formula": "C42H47Ge2N3O5Pd",
  "method": "ωB97M-V/def2-TZVPD",
  "fmax_ev_per_a": 0.5,
  "e_above_lowest_kj_mol": 126.59,
  "e_lumo_ev": 4.1,
  "charge": -2,
  "homo_ev": -1.2,
  "symbols": ["C", "H", "C", "C", "O", "C", "H", "C", "H", "H", "C", "H", "C", "H", "C", "H", "H", "C", "C", "H", "C", "H", "H", "H", "O", "H", "C", "C", "C", "H", "N", "H", "H", "Pd", "C", "C", "H", "H", "H", "C", "C", "H", "H", "H", "H", "C", "Ge", "H", "H", "N", "C", "H", "C", "C", "C", "H", "H", "C", "C", "C", "C", "C", "N", "C", "C", "C", "C", "H", "C", "H", "H", "H", "H", "C", "C", "C", "C", "O", "H", "C", "H", "H", "H", "C", "H", "O", "H", "H", "O", "H", "H", "Ge", "H", "H", "C", "H", "H", "C", "C", "H"],
  "xyz": [[-0.35463, -3.92570, 3.20377], [1.99407, -0.83030, 3.44719], [-1.12409, -2.56637, -2.17571], [3.31005, 4.31286, -0.33118], [-7.09274, 2.22926, -2.20927], [0.50129, -1.53014, -4.07186], [4.57528, 0.68177, 0.97020], [-4.06997, 0.75614, -0.67521], [0.47488, 2.68576, 2.00431], [-4.03027, -0.06482, 1.28820], [-6.01052, 0.63036, 0.78757], [1.48215, -0.66095, -2.35849], [-1.62466, -0.13894, 3.15481], [5.18807, -2.70712, -1.13887], [3.02741, 1.86994, 0.17463], [-1.75605, -2.95341, -1.38224], [1.55391, -5.53651, 0.27299], [-0.53707, -2.36249, -4.47373], [-1.39333, -2.85888, -3.50709], [6.01388, 6.36308, -0.29995], [0.75478, 2.28745, -2.13511], [1.30841, -2.66172, -6.23800], [-9.06076, 1.65198, -2.00291], [2.73683, -2.39671, -1.07767], [-1.91919, 0.41273, 0.15539], [0.57355, -3.29753, 0.01604], [0.20009, -5.18559, 3.34260], [0.91599, 3.71769, -2.65417], [6.02790, 4.24574, 0.10509], [-0.26510, 1.93514, -2.32239], [-0.70543, -1.92772, 1.79596], [-4.71719, -2.27635, 3.99554], [0.31591, 4.43018, -2.08441], [0.11945, -0.32415, 0.42425], [-2.63998, 0.38785, 3.93599], [0.68145, -1.29898, -2.71743], [-2.23430, -3.47714, -3.78903], [3.18890, -3.20472, 0.40424], [0.34247, -3.15641, -7.58649], [3.28630, -2.26169, -0.14072], [4.75763, -1.96848, -0.45123], [1.02640, 4.97159, 1.17063], [3.56255, 6.40622, -0.70997], [-0.93355, 2.60876, 0.97820], [4.43375, -0.15918, 3.24561], [3.88483, 3.09089, 0.01802], [1.04489, 1.75448, -0.23683], [2.24573, 4.34096, -0.51324], [4.88013, -0.98344, -0.90800], [0.40609, -2.75943, -6.66580], [2.68657, -1.39458, 2.81649], [-2.55403, 1.40867, 4.29277], [-3.84583, -1.66833, 3.77301], [5.27286, 3.08962, 0.21714], [5.42497, 5.45683, -0.22034], [0.10788, -5.69397, 4.29811], [-8.63964, 3.25632, -1.31333], [0.88707, -5.80298, 2.29915], [0.45837, -3.83927, 0.94709], [-6.72494, 1.25342, -0.20591], [-2.83529, -2.19366, 2.98321], [-1.69201, -1.44400, 2.64767], [-0.08604, -1.84207, -1.78001], [-3.76270, -0.36753, 4.26156], [-2.58531, 0.50981, -0.91645], [0.09020, 2.99178, 1.02565], [1.00852, -5.09769, 1.10337], [-6.46916, 0.34602, 1.72554], [4.05712, 5.47862, -0.44448], [1.31519, -6.79122, 2.41520], [-0.65850, 4.93401, 1.66598], [1.14944, -1.03801, -4.78717], [7.09871, 4.20270, 0.27209], [-4.65578, 0.39285, 0.53241], [-0.25207, -3.19509, 1.98860], [-4.82583, 1.37636, -1.67647], [0.05743, 4.52174, 0.94555], [-2.19554, 0.43609, -2.08906], [-0.85465, -3.47048, 4.04911], [3.52348, 0.72833, 0.67039], [4.83223, -1.78585, 2.70654], [1.95246, 4.05993, -2.61795], [4.24723, -1.52415, 4.34738], [-6.14692, 1.61532, -1.40014], [-4.55402, 0.04800, 4.87422], [-1.78962, -3.17445, -6.34725], [-0.24990, 4.87648, -0.04101], [2.39349, -2.44516, 2.90616], [-8.06098, 1.62105, -0.19778], [-0.75912, 0.45866, 2.89115], [1.40234, 1.62424, -2.72078], [2.34036, -0.85064, 0.93382], [-4.36340, 1.63720, -2.61870], [5.77278, 2.16177, 0.46259], [4.12452, -1.20564, 3.30543], [-2.92456, -3.20017, 2.59134], [5.37033, -1.97687, 0.45391], [-8.30058, 2.22657, -1.46359], [-0.72390, -2.79779, -5.89800], [0.59060, 3.79126, -3.69843]],
  "forces_ev_per_angstrom": [[-0.0198, 0.0110, -0.0189], [0.0054, -0.0025, 0.0068], [-0.0635, -0.0824, 0.0359], [-0.0696, 0.0075, 0.0361], [-0.0994, 0.0257, 0.0206], [0.0402, 0.0381, 0.0156], [-0.0108, 0.0137, -0.0051], [-0.0775, 0.0873, 0.0137], [-0.0280, 0.0042, 0.0202], [0.0151, -0.0056, 0.0106], [0.0418, -0.0283, -0.0134], [-0.0138, -0.0095, 0.0099], [-0.0149, 0.1358, 0.0118], [0.0062, -0.0073, 0.0150], [0.0576, 0.1529, -0.0649], [0.0079, 0.0012, 0.0012], [-0.0137, 0.0022, -0.0127], [0.0260, -0.0494, -0.1432], [-0.0118, -0.0012, 0.1221], [0.0049, -0.0016, -0.0122], [-0.1516, -0.0708, -0.1602], [-0.0024, -0.0102, 0.0075], [-0.0102, -0.0292, -0.0085], [-0.0102, 0.0020, 0.0240], [-0.0165, -0.0628, -0.2359], [0.0038, 0.0022, 0.0387], [0.0254, -0.0238, -0.0471], [0.0127, -0.0282, -0.0336], [-0.0233, 0.0075, -0.0108], [0.0276, 0.0046, -0.0485], [-0.2325, 0.0680, 0.2438], [-0.0001, -0.0036, -0.0008], [0.0020, 0.0007, 0.0062], [0.0055, -0.1109, 0.3328], [0.0200, -0.0141, 0.0005], [0.0230, -0.0301, -0.0157], [0.0078, -0.0020, -0.0070], [0.0174, 0.0045, -0.0082], [0.0082, -0.0014, 0.0021], [0.0254, -0.0419, -0.1064], [-0.0571, -0.0593, -0.0174], [0.0258, -0.0036, -0.0128], [-0.0085, -0.0008, 0.0014], [0.0030, -0.0110, 0.0315], [-0.0072, 0.0025, -0.0044], [-0.0623, -0.1325, -0.0061], [0.3373, 0.0660, 0.2750], [0.0179, 0.0341, 0.0504], [-0.0096, -0.0059, -0.0198], [0.0087, 0.0284, -0.0809], [-0.0131, -0.0493, 0.1160], [0.0039, 0.0023, 0.0004], [0.0455, 0.0317, -0.0117], [0.0255, -0.0095, -0.0274], [-0.0101, -0.0360, 0.0083], [-0.0101, 0.0016, 0.0064], [0.0042, 0.0280, 0.0104], [-0.0496, 0.0528, 0.0346], [0.0589, -0.0703, -0.0402], [-0.0268, -0.0377, 0.1168], [-0.1011, -0.0052, 0.0001], [0.1302, -0.1987, -0.1381], [-0.0742, -0.0374, -0.2988], [0.0242, -0.0348, -0.0162], [0.0143, -0.0528, 0.1806], [-0.1103, 0.0603, -0.0285], [-0.0118, 0.0474, -0.0062], [0.0116, 0.0043, 0.0014], [-0.0022, -0.0260, -0.0036], [0.0167, 0.0037, 0.0116], [0.0034, 0.0023, 0.0024], [0.0197, -0.0364, 0.0070], [0.0022, -0.0036, 0.0008], [-0.0132, 0.0838, 0.0105], [0.0599, 0.0283, -0.1123], [-0.0396, -0.0681, -0.0408], [0.0198, -0.0638, -0.0092], [0.0324, 0.0566, -0.0291], [0.0080, -0.0160, 0.0043], [0.0616, -0.0397, 0.1466], [-0.0044, -0.0020, -0.0119], [-0.0259, -0.0204, -0.0160], [0.0099, -0.0029, -0.0030], [0.0685, 0.0236, -0.0904], [-0.0117, 0.0081, -0.0092], [0.0049, -0.0391, -0.0562], [0.0030, -0.0072, 0.0025], [-0.0358, 0.0109, 0.0012], [-0.0573, 0.0348, -0.0783], [-0.0189, 0.0217, -0.0343], [-0.0026, 0.0109, 0.0031], [0.2799, 0.3750, -0.1188], [0.0239, -0.0105, 0.0141], [-0.0016, 0.0001, 0.0106], [-0.0658, -0.0211, -0.0006], [-0.0122, 0.0057, 0.0013], [-0.0107, 0.0333, 0.0137], [0.0924, -0.0454, 0.0358], [-0.0671, 0.1255, 0.1996], [-0.0106, 0.0111, 0.0019]]
}



No. 2
{
  "formula": "C42H47N9S2SiTi",
  "method": "ωB97M-V/def2-TZVPD",
  "fmax_ev_per_a": 0.8,
  "e_above_lowest_kj_mol": 0.00,
  "e_lumo_ev": -6.4,
  "charge": 2,
  "homo_ev": -12.7,
  "symbols": ["C", "H", "C", "H", "H", "H", "H", "H", "C", "C", "C", "S", "H", "H", "Si", "H", "C", "C", "C", "H", "H", "N", "C", "H", "H", "H", "C", "H", "H", "C", "H", "H", "C", "C", "C", "H", "C", "N", "N", "H", "H", "C", "C", "N", "C", "H", "H", "C", "C", "C", "H", "H", "C", "C", "H", "H", "C", "C", "C", "C", "C", "Ti", "C", "C", "H", "H", "C", "C", "N", "H", "H", "C", "H", "H", "H", "H", "H", "C", "C", "H", "H", "C", "H", "N", "H", "C", "N", "H", "C", "C", "H", "C", "H", "H", "C", "H", "S", "N", "N", "H", "C", "H"],
  "xyz": [[0.16343, 2.26587, -1.26000], [-0.67588, 4.85431, -4.14181], [-4.05453, 1.00102, 1.84826], [1.86176, -2.47806, 4.42202], [-2.24550, 4.16385, 2.02101], [5.22342, 3.35504, 0.10357], [-2.74351, 2.97892, 4.20113], [0.65461, 5.13733, -0.01990], [1.31636, -2.67543, 3.51115], [3.33810, 0.54983, -2.35589], [1.48251, -1.76701, 2.46177], [-3.54920, -2.99498, 0.74983], [-4.99707, 1.54314, 1.78376], [3.61894, -5.21337, -1.67882], [-0.43504, 3.91801, -1.87629], [1.70065, 5.07437, -1.43500], [-3.06980, -0.95569, -2.15099], [2.77898, 0.08953, 1.87476], [-0.23871, -3.87536, 2.18364], [3.37100, -2.92377, -0.74628], [-0.91160, 3.10640, -4.16515], [0.84600, -1.92609, 1.27895], [3.51648, 0.25983, -4.73698], [0.34540, -4.45877, 4.17877], [4.00920, 0.46033, -5.67874], [3.60949, 1.31128, 4.37479], [-1.95249, -3.00197, -2.70537], [-5.74542, -3.99626, 0.82285], [-0.53927, 4.57757, 1.85995], [2.37196, -0.53706, -4.68317], [-4.46308, -5.22897, 0.87973], [5.06008, 3.34064, 4.39829], [3.98579, 0.80637, -3.57247], [0.54717, 2.41340, 2.62370], [3.60642, 1.24987, 2.22361], [-2.82348, 3.28053, -1.81346], [2.67757, -4.69339, -1.78188], [-0.81634, -1.27872, -1.42341], [-0.88660, 2.64612, 2.55430], [-4.60373, -2.69364, 2.89568], [-3.75075, 0.68444, 0.85545], [4.76308, 2.89670, 3.45753], [-0.84057, -2.49917, -2.03277], [-3.06033, 1.89495, 2.42490], [1.60993, -5.26519, -2.42676], [-2.28240, 3.83232, -0.22665], [-4.19847, 0.10784, 2.46382], [0.48833, 1.16015, -0.85487], [2.54347, -3.40742, -1.25257], [0.35414, -3.28251, -1.96810], [-4.84981, -4.41372, -0.64462], [-1.27798, 4.52360, 3.46399], [0.66780, 5.20947, -1.10895], [-1.91429, -0.53895, -1.48016], [-1.86826, 0.41643, -0.97817], [-0.96654, -4.65758, 2.02344], [-3.55987, 2.69633, 3.54320], [-3.61010, -2.97665, 2.54934], [4.87035, 2.92873, 1.03230], [5.21343, 3.46801, 2.26397], [1.79648, -0.77314, -3.46759], [1.14702, -0.69406, -0.50915], [-0.76581, -5.05864, -3.20908], [-1.26743, 4.05428, 2.47940], [1.68923, -6.25780, -2.85263], [-3.35519, -3.95649, 2.95414], [-0.03163, -2.95705, 1.19023], [-2.20944, 4.02358, -1.29861], [2.69444, -0.01061, 0.46511], [-3.97644, -2.52109, -3.28977], [0.90077, -1.36935, -3.41494], [-4.76998, -4.28349, 0.43422], [0.72055, 3.78102, -4.06662], [-2.88625, -2.23834, 2.88732], [0.99661, 3.23064, 3.18678], [-4.08134, 3.59312, 3.20661], [0.75405, 1.47399, 3.12780], [4.05373, 1.81218, 1.04429], [0.47402, -3.74953, 3.37212], [0.35878, 6.21884, -1.38603], [-3.93145, -0.30369, -2.16220], [-1.73891, 1.64905, 2.26344], [-4.25895, 2.08606, 4.11683], [3.83157, 1.23107, -1.27269], [1.93088, -0.96115, -5.57344], [-1.88664, -4.31001, -3.29446], [1.41628, -2.72193, -1.34081], [5.84786, 4.34307, 2.30545], [-0.31032, 3.90932, -3.73354], [3.95305, 1.76953, 3.45728], [-2.64388, 5.00520, -1.49903], [0.39902, -4.55483, -2.54020], [-0.62827, -3.02317, 0.29688], [-0.72327, -6.04537, -3.65131], [3.52157, 1.00698, -0.05980], [-2.76099, -4.68551, -3.81044], [-1.20827, 0.11402, 1.74810], [2.27096, -0.27707, -2.29625], [2.27699, -0.68044, 2.74776], [4.84352, 1.46177, -3.54300], [-3.09358, -2.17762, -2.76441], [0.98544, 2.38390, 1.62193]],
  "forces_ev_per_angstrom": [[0.0255, -0.0404, 0.0060], [0.0022, -0.0070, -0.0027], [-0.0274, -0.0482, 0.0755], [-0.0017, -0.0134, 0.0022], [0.0332, -0.0050, 0.0138], [-0.0025, -0.0007, -0.0018], [-0.0326, -0.0099, 0.0058], [0.0071, 0.0327, 0.0028], [0.0256, 0.0135, 0.0157], [-0.0585, -0.0363, 0.0520], [-0.0694, 0.0281, -0.0944], [-0.0044, 0.0361, -0.0287], [0.0068, 0.0038, -0.0105], [-0.0036, -0.0033, -0.0061], [0.0450, -0.0030, 0.0474], [0.0025, -0.0086, -0.0166], [-0.0421, 0.0268, 0.0182], [0.0673, -0.0781, -0.0840], [-0.0336, -0.0493, 0.0264], [-0.0012, 0.0029, -0.0040], [0.0104, 0.0081, 0.0008], [0.1118, -0.2307, 0.0847], [0.0068, 0.0068, -0.0267], [0.0005, 0.0023, -0.0012], [-0.0001, -0.0014, 0.0002], [-0.0004, 0.0053, 0.0006], [0.0183, -0.0110, 0.0074], [0.0063, 0.0156, 0.0032], [0.0237, -0.0159, -0.0093], [0.0132, 0.0073, -0.0729], [-0.0026, 0.0097, -0.0081], [0.0001, -0.0001, -0.0031], [0.0328, 0.0194, 0.0016], [0.0423, -0.0002, 0.0265], [0.0013, -0.0292, -0.0473], [0.0067, 0.0036, -0.0006], [0.0127, -0.0330, -0.0043], [-0.0596, -0.1582, -0.1417], [0.0020, -0.0064, -0.1293], [0.0113, 0.0035, -0.0109], [-0.0023, -0.0063, -0.0166], [0.0211, 0.0286, -0.0054], [-0.0574, 0.0645, 0.0161], [0.0150, -0.0323, -0.0346], [-0.0211, -0.0186, -0.0133], [0.0014, 0.0006, -0.0011], [0.0010, 0.0311, -0.0208], [-0.0338, 0.2819, -0.3045], [-0.0011, 0.0440, 0.0350], [0.0689, -0.0146, 0.0115], [0.0067, 0.0036, 0.0161], [0.0005, 0.0070, -0.0049], [-0.0265, -0.0285, 0.0237], [0.0394, -0.0246, -0.0168], [0.0171, 0.0098, -0.0189], [0.0015, -0.0061, 0.0205], [-0.0127, -0.0549, 0.0726], [-0.0408, -0.0425, 0.0002], [-0.0048, 0.0023, -0.0257], [0.0027, 0.0017, 0.0339], [0.0074, 0.0030, 0.1284], [-0.3852, 0.0635, 0.6434], [0.0109, -0.0106, -0.0093], [0.0013, 0.0539, -0.0112], [0.0026, 0.0029, 0.0024], [0.0108, 0.0317, 0.0140], [0.0725, 0.1738, -0.0236], [-0.0066, 0.0361, -0.0399], [0.0729, 0.0831, 0.0847], [-0.0029, 0.0022, 0.0099], [-0.0193, -0.0117, 0.0125], [-0.0074, -0.0383, -0.0338], [0.0186, -0.0053, 0.0213], [0.0391, 0.0300, 0.0286], [0.0039, -0.0147, 0.0050], [0.0023, -0.0098, -0.0112], [-0.0300, -0.0061, 0.0410], [-0.0012, -0.0401, 0.0196], [-0.0121, -0.0252, 0.0159], [-0.0192, -0.0052, -0.0010], [-0.0011, -0.0061, -0.0102], [-0.1187, 0.1223, -0.0306], [0.0009, 0.0025, -0.0002], [-0.0028, 0.0306, -0.0940], [0.0053, 0.0029, 0.0002], [-0.0161, 0.0147, -0.0078], [0.0115, -0.0116, -0.0845], [-0.0002, -0.0002, 0.0039], [-0.0566, 0.0062, -0.0096], [-0.0074, -0.0189, 0.0199], [0.0147, -0.0067, -0.0043], [0.0230, 0.0161, 0.0283], [0.0234, -0.0047, -0.0002], [-0.0056, 0.0014, 0.0001], [-0.0268, -0.0267, -0.0416], [0.0020, -0.0036, 0.0030], [0.2127, -0.0813, -0.0307], [0.0974, 0.0779, -0.1209], [-0.0309, -0.1045, 0.0549], [-0.0035, -0.0017, -0.0034], [-0.0228, -0.0248, -0.0215], [-0.0074, 0.0203, -0.0016]]
}



| no. | gap between HOMO and LUMO (Ha) |
| --- | --- |
| 1 | 0.193 |
| 2 | 0.229 |